(1)
Density functional theory data (the ωB97M-V functional and the def2-TZVPD basis) for a molecular structure, C35H31BCoN10O2Se.

- E (Eh) = -5859.4777
- spin multiplicity = 2
- E_LUMO (spin up / spin down) (Eh) = -0.042 / -0.042
- total charge = 0
- <S²> = 1.031
- frontier orbital gap (spin up / spin down) (eV) = 7.1 / 7.0

CARTESIAN COORDINATES (ANGSTROEM)
Se  -3.4509  -2.8570  -2.6048
Co  0.1942  -0.6085  -0.3114
O  0.5300  -2.3002  -1.2603
O  0.6086  -3.5977  0.4262
N  -1.4288  -1.7269  0.4578
N  -2.1652  -1.9913  -1.7770
N  -4.1036  -3.6036  -1.1403
N  -1.2218  0.8267  -1.2525
N  0.7370  1.4115  0.5481
N  1.8855  0.7535  -2.1748
N  0.5948  -3.4947  -0.7824
N  1.9631  -0.1713  -1.1934
N  0.9672  2.2974  -0.4581
N  -0.5721  1.4849  -2.2394
C  -4.2752  0.2253  1.7460
C  4.6196  -3.9901  0.0385
C  4.2250  -3.0213  -0.8705
C  3.1564  -1.8026  0.8986
C  -5.5012  -0.2495  1.2986
C  -3.3076  0.6228  0.8369
C  -5.7615  -0.3047  -0.0637
C  -1.6102  -2.1522  1.6743
C  3.4794  -1.9248  -0.4500
C  4.2817  -3.8683  1.3790
C  1.2398  3.5172  0.0441
C  -2.7150  1.6735  -2.6931
C  -1.0198  2.7929  -4.3144
C  -4.7958  0.0995  -0.9730
C  0.8410  1.4494  3.0125
C  0.6998  -0.5288  4.3914
C  3.1247  1.5067  -4.1976
C  -1.4453  1.9962  -3.1275
C  1.2002  3.4295  1.4153
C  0.8752  1.6250  5.4225
C  1.5295  4.7035  -0.8132
C  0.9219  2.2193  4.1715
C  3.0574  -0.8931  -1.4038
C  -2.6346  -3.0527  2.1053
C  3.6901  -0.4437  -2.5710
C  0.9120  2.0830  1.6870
C  -3.3593  -3.1628  -0.1458
C  3.5526  -2.7683  1.8076
C  -3.5207  -3.5504  1.2182
C  -3.5515  0.5449  -0.5330
C  -2.2899  -2.2553  -0.4983
C  -2.5227  0.9759  -1.4911
C  0.7611  0.2471  5.5401
C  2.9201  0.6118  -3.0228
C  0.7396  0.0729  3.1441
B  0.8868  1.8992  -1.9620
H  5.1852  -4.8476  -0.3022
H  0.6851  4.9436  -1.4596
H  -6.2550  -0.5640  2.0088
H  -4.3113  -4.2331  1.4974
H  2.3965  4.5318  -1.4510
H  1.0169  3.2939  4.0977
H  -0.9196  -1.7964  2.4191
H  -2.6734  -3.3191  3.1520
H  4.4745  -3.1301  -1.9185
H  4.5856  -4.6285  2.0867
H  -1.8858  3.0136  -4.9354
H  3.2945  -2.6596  2.8534
H  1.3950  4.2264  2.1105
H  -0.5597  3.7361  -4.0180
H  1.1757  2.8299  -2.6549
H  -4.0732  0.2925  2.8081
H  0.6381  -1.6077  4.4741
H  0.7335  -0.2185  6.5162
H  -3.6484  1.9782  -3.1353
H  1.7332  5.5652  -0.1802
H  0.7294  -0.5248  2.2449
H  2.6217  -0.9236  1.2418
H  -0.2937  2.2474  -4.9174
H  4.6102  -0.8002  -3.0005
H  2.2516  1.5082  -4.8506
H  -4.9996  0.0528  -2.0362
H  3.9819  1.1629  -4.7730
H  3.3079  2.5360  -3.8875
H  -2.3547  1.0081  1.1805
H  0.9343  2.2414  6.3100
H  -6.7181  -0.6650  -0.4195

Atoms 1-6, force components in eV/Å:
Se 0.0 -0.1 0.0
Co 0.6 -0.5 0.0
O -0.1 0.0 0.1
O 0.0 0.2 0.0
N -0.2 0.2 0.0
N 0.0 0.2 0.0

(2)
Density functional theory data (the ωB97M-V functional and the def2-TZVPD basis) for a molecular structure, C35H31BrCl2N6O2PtSe.

- E (Eh) = -7846.3404
- spin multiplicity = 5
- E_LUMO (spin up / spin down) (Eh) = 0.020 / -0.053
- total charge = 0
- <S²> = 6.062
- frontier orbital gap (spin up / spin down) (eV) = 6.6 / 5.9

CARTESIAN COORDINATES (ANGSTROEM)
Pt  0.5452  -0.4084  -0.4409
Br  1.0420  9.9095  0.2870
Se  -2.0251  -2.2694  0.5427
Cl  -4.4420  -1.1692  -1.2706
Cl  0.7578  -1.1922  -2.9291
O  -1.7285  3.5751  2.2136
O  0.5182  2.7369  0.2302
N  -1.2447  -1.5003  -0.8680
N  -0.6283  -5.8100  0.9885
N  -1.3098  1.5534  -1.5141
N  1.2355  -2.1457  0.9429
N  -0.1318  -5.3412  -1.0135
N  -2.4267  1.2637  0.4687
C  4.6009  -3.6047  0.4822
C  -0.6404  5.6768  1.3936
C  -3.3844  2.7051  -1.2134
C  -1.1456  4.4926  1.8076
C  -1.3674  -1.2562  -4.5522
C  -3.1897  -1.3386  -2.4617
C  -3.2909  3.2268  -2.4790
C  -0.4486  8.0585  1.8647
C  3.1934  2.3142  2.5965
C  -1.1096  -6.8534  0.2191
C  3.5462  0.9875  2.3893
C  4.8236  -1.2903  1.0641
C  0.3375  -4.6235  -2.1834
C  1.7680  0.7340  0.7336
C  3.2243  -3.4828  0.5707
C  -2.1951  2.8984  -3.2848
C  -0.0202  -4.8544  0.2452
C  -3.6194  -1.2865  -3.7814
C  2.6484  -2.2620  0.9045
C  -0.9489  6.8307  2.2032
C  -2.3628  1.8493  -0.7565
C  5.4054  -2.5038  0.7330
C  0.3625  8.2040  0.7363
C  1.4927  2.0981  0.9344
C  -0.9635  -1.3175  -3.2389
C  -1.2411  2.0665  -2.7489
C  2.8699  0.2055  1.4553
C  -0.7917  -6.5557  -1.0559
C  0.6724  7.1007  -0.0630
C  2.1811  2.8846  1.8510
C  -2.7247  -1.2663  -4.8338
C  -1.8212  -1.4160  -2.1194
C  0.1936  5.8531  0.2402
C  3.4397  -1.1379  1.1555
C  -0.8265  -5.6848  2.4194
H  -2.9986  1.6958  1.1715
H  0.4422  4.9983  -0.3694
H  0.0819  2.1088  -0.3795
H  0.7087  -5.3273  -2.9270
H  3.7234  2.9063  3.3318
H  1.3009  7.2304  -0.9335
H  -0.6260  -1.1905  -5.3368
H  1.9070  3.9264  1.9647
H  0.7488  -3.0277  0.7237
H  5.4529  -0.4234  1.2177
H  6.4819  -2.5828  0.6577
H  -1.6257  -7.6996  0.6371
H  4.3581  0.5545  2.9592
H  -2.0879  3.2854  -4.2874
H  0.8816  -1.7608  1.8115
H  -1.5762  6.7199  3.0771
H  0.0388  -5.1936  2.8561
H  -0.4668  -4.0284  -2.6185
H  -4.6838  -1.2349  -3.9647
H  -1.6185  0.7492  0.7984
H  -0.6841  8.9200  2.4745
H  -4.2270  2.9237  -0.5702
H  -0.9781  -7.0895  -1.9711
H  -4.0661  3.8854  -2.8497
H  5.0416  -4.5581  0.2206
H  -0.3622  1.7839  -3.3194
H  -0.9395  -6.6728  2.8623
H  1.1435  -3.9584  -1.8835
H  -1.7168  -5.0930  2.6342
H  -3.0771  -1.2192  -5.8544
H  2.5745  -4.3317  0.3936

Atoms 1-6, force components in eV/Å:
Pt 0.0 -0.1 0.4
Br 0.0 0.0 0.0
Se -0.1 -0.1 0.0
Cl 0.0 0.0 0.0
Cl 0.0 -0.1 0.0
O 0.0 0.0 0.0

(3)
Density functional theory data (the ωB97M-V functional and the def2-TZVPD basis) for a molecular structure, C35H31BrN7O2PtSe.

- E (Eh) = -6980.6183
- spin multiplicity = 3
- E_LUMO (spin up / spin down) (Eh) = -0.092 / -0.143
- total charge = +1
- <S²> = 2.008
- frontier orbital gap (spin up / spin down) (eV) = 7.6 / 6.7

CARTESIAN COORDINATES (ANGSTROEM)
Pt  -0.2889  1.6689  -0.4825
Br  1.4381  3.1881  1.2555
Se  -0.2676  -0.3443  1.0789
O  -3.2246  0.1048  -2.1582
O  -1.9746  2.3348  -1.6612
N  0.8766  1.2637  -2.2473
N  -1.5433  -1.8807  -0.9833
N  4.7023  -1.6258  1.2760
N  4.1205  -0.6272  -0.8051
N  -1.5798  2.7712  0.9515
N  -2.8324  2.6655  0.5228
N  -0.7130  -3.1160  0.6027
C  2.7754  3.8362  4.1960
C  -1.2695  2.9917  2.1705
C  2.5472  0.0868  -3.4804
C  3.9537  -1.9520  -2.8702
C  -0.0897  -3.5355  1.8471
C  -5.5768  0.0179  -1.8854
C  4.3712  -0.5972  0.4983
C  -0.8894  -1.8490  0.1809
C  -6.7867  1.9161  -1.0369
C  -4.3822  0.7095  -1.7446
C  3.3418  1.8867  6.0910
C  -1.4153  -5.3710  -0.3310
C  -3.0802  2.7652  -0.9488
C  -2.5977  -5.1319  -2.4401
C  -1.3154  -3.9879  -0.3090
C  1.8098  2.8827  4.5112
C  2.0997  1.9201  5.4795
C  0.1151  3.0069  2.6302
C  0.4684  2.8817  3.9055
C  1.5631  0.1558  -2.5039
C  2.7813  1.2277  -4.2332
C  4.0123  3.8128  4.8224
C  -5.5880  2.5991  -0.8917
C  2.0507  2.3820  -3.9831
C  -4.3742  2.0050  -1.2159
C  4.2124  -1.8125  -1.4169
C  -1.8397  -3.1976  -1.3224
C  1.1087  2.3703  -2.9805
C  4.3017  2.8359  5.7643
C  -2.0691  -5.9284  -1.4177
C  4.5929  -2.9422  -0.7003
C  -6.7725  0.6169  -1.5240
C  3.2997  -1.1650  -3.7294
C  -2.4906  -3.7522  -2.4139
C  4.8185  -2.7962  0.6568
H  1.3202  -0.7154  -1.9067
H  -1.0032  -5.9863  0.4596
H  -0.3573  2.7192  4.5963
H  -2.5439  0.8430  -2.1500
H  5.1069  -3.6436  1.2709
H  -7.7216  2.3988  -0.7822
H  3.2997  -1.4811  -4.7684
H  -3.2592  3.8262  -1.1712
H  -1.9210  -1.0497  -1.4642
H  -3.5832  2.9489  1.1377
H  5.2684  2.8201  6.2517
H  -2.8959  -3.1311  -3.2026
H  3.5350  1.2151  -5.0119
H  -5.5566  -0.9878  -2.2912
H  -2.0399  3.1542  2.9213
H  3.5580  1.1267  6.8318
H  4.3842  -2.8583  -3.2839
H  -2.1716  -7.0044  -1.4776
H  0.4996  3.2365  -2.7616
H  4.7027  -3.9037  -1.1865
H  0.6419  -4.3163  1.6459
H  1.3468  1.1840  5.7410
H  -0.8448  -3.9208  2.5310
H  2.2110  3.2821  -4.5607
H  0.4099  -2.6868  2.3025
H  -5.5916  3.6207  -0.5209
H  -3.0988  -5.6085  -3.2728
H  -7.7017  0.0730  -1.6415
H  4.7496  4.5683  4.5824
H  2.5563  4.6147  3.4761
H  4.3002  0.3713  0.9819

Atoms 1-6, force components in eV/Å:
Pt -0.8 0.4 -0.3
Br 0.1 -0.1 0.2
Se 0.1 0.2 0.1
O 0.5 0.4 0.0
O 0.0 -0.5 0.2
N 0.1 0.3 0.1